# 1
C28H51N8O8 | ωB97M-V with the def2-TZVPD basis set

Computed properties:
- HOMO energy: -5.2 eV
- Max |F|: 2.8 eV/A
- Frontier orbital gap: 7.3 eV
- E_tot: -58168.3934 eV
- Multiplicity: 1
- Lowest unoccupied orbital energy: 2.135 eV
- Charge: -1
- M: 627.76 g/mol

```
95
Properties=species:S:1:pos:R:3:forces:R:3
H -1.30566 1.24010 -0.44793 0.01 0.10 0.03
H 2.65573 4.14187 -3.60099 -0.23 -0.14 -0.15
H 1.99015 1.48039 -3.43207 -0.33 -0.15 -0.02
C -1.73411 -2.04531 5.88012 -0.18 0.28 -0.47
H -1.45090 -1.70346 -4.95061 0.35 0.35 -0.17
H -2.65550 -1.46254 5.94503 0.06 -0.03 0.57
C 2.66082 3.47331 3.00676 0.04 0.36 -0.96
H -4.52094 -2.23037 -3.55663 0.27 0.28 0.36
H -6.36363 -1.56147 -0.89868 -0.09 0.27 -0.02
C 2.99642 -2.15761 -2.01776 -1.20 0.23 -0.69
H 5.35332 -1.10075 2.97072 -0.06 -0.24 -0.26
C 3.88658 3.32639 -2.32892 0.70 0.87 0.47
N -4.62172 0.31877 0.53457 -0.27 -0.31 -0.41
C -3.53206 -2.34868 -3.99292 -0.49 0.02 -1.00
H 0.71129 2.69247 -3.33356 -0.05 0.26 0.27
H -2.98674 1.24416 1.52939 0.28 -0.67 0.09
C -1.72582 0.59650 4.65043 -1.07 -0.84 0.60
H 4.20129 -0.54897 5.32574 0.12 0.04 -0.07
C -0.07509 -0.81406 -3.56097 0.52 -0.80 0.12
C -5.29664 -1.39745 -1.05104 0.16 -0.46 -0.30
H 1.60012 -0.18296 -0.64642 0.65 0.06 -0.46
H 0.45964 1.31312 2.15061 -0.21 -0.03 -0.24
C -2.72384 1.79877 -3.26849 0.37 0.03 0.73
H 5.07673 2.44607 -0.79092 0.08 -0.07 -0.19
H 3.63098 -2.57882 -4.06582 -0.26 0.07 0.09
H 3.28205 -1.84249 1.26165 0.10 0.14 -0.05
C 1.64051 2.36391 -2.88238 1.26 -0.69 -0.24
O -0.78686 -2.78414 3.81348 0.02 -0.02 0.01
C 4.09377 2.29909 -1.22808 -0.13 0.40 -0.49
H 0.29222 0.13255 -3.96210 -1.02 0.21 -0.26
H -2.82033 0.51077 4.63271 -0.09 0.47 0.15
N 2.11336 -1.41919 2.97796 0.01 -0.02 0.05
C -1.54329 2.95221 -1.71185 -0.15 0.06 0.01
H -1.07761 -0.41623 2.95366 0.23 -0.85 0.06
H 4.40623 -3.52975 -2.82432 0.20 0.06 -0.02
H 1.53796 2.03849 -1.84855 -0.49 0.23 -0.03
H 1.35477 5.22939 3.45099 -0.09 -0.03 0.02
H -3.39148 -3.42738 -4.08424 0.28 0.04 0.00
N 0.96621 2.14085 2.43476 0.74 0.61 0.05
H 3.98082 1.29367 -1.63433 -0.04 -0.13 0.29
N 1.86823 -2.88127 -1.95671 -0.65 -0.47 0.37
C 4.02779 -2.53044 -3.05048 0.23 -0.12 0.15
C -1.21081 -1.83837 4.45865 0.41 -0.56 -0.03
O 0.86461 0.35177 -0.30479 -0.07 -0.09 0.36
H 1.51411 -3.62000 -3.88296 -0.06 0.12 -0.05
H -0.99830 -1.75695 6.63190 -0.10 0.39 -0.04
N -1.21482 -0.58134 3.95972 0.19 1.42 0.05
H -1.44494 0.63225 5.70441 0.22 -0.09 -0.07
C 0.22520 -0.58162 0.45360 -1.60 -2.04 1.04
C -4.00066 0.88439 1.71031 -0.51 0.90 -0.11
C 3.29392 -1.52290 2.28974 -0.43 -0.11 0.30
C 3.71732 -0.83548 4.40697 -0.87 -0.60 0.12
C -2.40788 -1.69950 -3.23278 0.40 -1.51 -0.11
C 2.35895 -1.03569 4.26160 0.10 0.10 0.06
O -0.70997 -0.22165 1.22459 0.67 1.71 -0.58
H -2.21315 3.95944 -3.51998 -0.04 0.01 0.00
N -1.70378 1.66932 -1.27620 -0.21 0.19 -0.52
C 0.43570 3.33312 2.84697 -0.45 0.28 -0.51
H 3.36326 2.47711 -0.43650 -0.16 -0.22 -0.05
C -2.40312 0.96397 -2.21059 -0.01 0.46 -0.05
N -1.34141 -1.36829 -4.00924 -0.71 0.48 -0.15
H 3.64184 3.87408 3.20600 0.09 -0.20 -0.13
C 4.29687 -1.20583 3.17224 0.80 0.70 -0.18
H -5.09071 -0.68830 -1.85416 -0.26 0.18 0.12
H -4.53626 1.80153 1.97715 -0.25 -0.14 0.03
H -2.48099 -0.10363 -2.05820 -0.35 1.57 0.34
H 1.56111 -1.00031 4.98448 -0.04 0.21 -0.07
H 4.82281 -1.78995 -3.03410 0.09 -0.12 0.10
C -4.62195 -1.01507 0.24179 0.30 0.24 0.41
H -0.10198 -0.72508 -2.47573 0.09 -0.13 -0.05
O -4.13304 -1.84086 0.98184 -0.09 -0.20 0.19
C 1.42857 -3.94092 -2.83722 1.28 0.31 -0.82
O 0.55118 -1.78612 0.33723 0.68 0.46 -0.53
C -2.16847 3.05302 -2.93444 0.21 0.89 0.07
H 0.68660 -1.52930 -3.87498 0.19 -0.06 0.41
O 3.07707 -1.16411 -1.30264 1.00 0.49 0.11
H -0.62097 3.55060 2.81979 -0.04 -0.28 -0.02
O 4.71884 4.20028 -2.59074 -0.07 -0.54 0.19
H -1.46142 1.55952 4.22278 0.37 -0.29 -0.43
O -2.45338 -1.59710 -2.02424 0.24 -1.57 0.24
H 0.38710 -4.21928 -2.72058 0.07 -0.03 0.61
H -3.58705 -1.91132 -4.99466 -0.04 -0.23 -0.08
H 1.19278 -1.60846 2.59494 0.12 -0.26 -0.01
N 2.70862 3.34829 -2.98305 -0.50 0.16 0.02
H -1.94875 -3.09396 6.06483 -0.01 -0.05 -0.35
C 2.33677 2.25120 2.46435 -0.06 -0.40 0.92
C 1.45433 4.20825 3.11950 0.00 -0.33 0.78
H -4.10080 0.19571 2.54391 0.41 -0.13 -0.07
H -5.06794 0.91159 -0.14212 0.22 0.24 0.05
H -4.86887 -2.34978 -1.36315 0.00 0.07 0.18
H -3.27729 1.59768 -4.16982 -0.01 -0.31 0.01
H 2.12530 -4.78040 -2.77380 -0.45 -0.41 0.18
H 1.27110 -2.58686 -1.17498 -0.21 0.10 0.16
H -1.02030 3.69103 -1.12828 0.04 -0.01 0.01
H 2.98030 1.41478 2.23882 -0.13 -0.11 -0.03
```
Forces are in eV/Å.

=====

# 2
C28H52Cl2GeNO5PPtSi3 | ωB97M-V with the def2-TZVPD basis set

Computed properties:
- HOMO energy (alpha / beta): -10.0 / -10.5 eV
- Max |F|: 0.9 eV/A
- Frontier orbital gap (alpha / beta): 6.7 / 7.1 eV
- E_tot: -159335.3944 eV
- Multiplicity: 2
- Energy relative to the best compared isomer or geometry (same formula, charge and spin): 88.2 kJ/mol
- Lowest unoccupied orbital energy (alpha / beta): -3.250 / -3.315 eV
- Charge: +1
- M: 936.55 g/mol

```
94
Properties=species:S:1:pos:R:3:forces:R:3
H -1.31653 3.76204 1.43812 0.01 0.00 0.02
H -1.68084 -2.03135 4.62749 -0.01 -0.01 0.01
C 0.51110 0.59185 2.82190 0.02 -0.03 0.10
C -2.21482 -2.26007 3.70293 0.03 0.01 0.01
Cl 3.51438 3.18316 5.16579 -0.01 -0.01 0.00
H -0.25750 3.74520 2.83958 0.00 -0.02 0.04
H -2.46787 -5.00552 1.90208 -0.02 0.00 0.00
H -1.16136 -1.54528 -2.40234 -0.01 0.02 0.01
H -2.51147 -3.04440 -3.50105 -0.04 0.01 -0.02
H -2.49655 -5.70082 -2.25204 -0.01 -0.01 0.01
C -1.68998 4.12240 -1.38936 -0.03 0.03 0.09
H -3.01403 -2.96605 3.93752 -0.01 0.01 -0.02
C 2.83779 1.50184 3.17860 0.00 -0.01 0.00
C -4.40758 -3.71949 -0.05256 0.00 -0.01 0.00
C -0.36484 1.30815 -4.76962 0.00 -0.01 0.01
C 2.42892 2.18360 4.25960 0.00 -0.01 -0.03
H -2.89075 5.10171 -2.86339 0.00 0.00 0.00
C -0.32575 4.05558 1.80077 0.00 0.00 -0.01
Si 2.78048 -1.68629 -0.65747 -0.02 0.03 0.05
C 2.69752 3.57974 -1.00149 0.01 0.01 0.01
Pt -1.06002 0.82765 -0.34899 0.41 -0.22 -0.21
C -0.93127 -0.75068 -3.09865 0.06 -0.06 0.02
H 3.53858 0.17436 1.20524 0.00 0.00 -0.01
H -4.77188 -2.75477 0.30064 -0.02 0.01 -0.03
Si -2.85936 -3.55056 -1.10013 0.35 -0.06 -0.23
C -1.43718 -4.81753 2.19947 0.00 0.00 0.04
H -2.12793 -5.89046 -0.54017 0.01 0.04 0.04
C 4.39791 -2.16932 0.12243 -0.01 0.00 0.00
H 2.31321 -0.78953 -2.91857 -0.05 0.01 -0.02
Ge -1.61180 -1.99139 0.32216 -0.88 -0.22 0.02
H 4.88310 -2.92858 -0.49552 0.00 0.01 -0.01
H -3.61733 -1.83982 -2.81829 0.01 0.01 0.02
H -2.65800 -1.33161 3.34895 0.00 0.03 0.00
H 3.10520 3.57951 -2.01130 0.00 0.00 0.00
H 3.33959 3.37370 1.03805 0.01 -0.01 -0.01
H -1.40202 4.40739 -3.51382 0.00 0.00 0.00
H -4.17775 -3.47454 -3.16010 0.00 -0.02 0.03
H -0.44499 2.45955 -2.96567 -0.01 0.00 -0.02
Si -1.03805 -3.00350 2.45010 0.22 0.22 -0.01
C -3.32846 -2.89094 -2.79439 -0.04 0.01 0.02
H 4.27443 2.40489 -0.12620 0.00 -0.01 0.00
C 3.00649 -0.55032 -2.11080 0.02 -0.02 -0.01
H -1.33931 5.89229 -2.55787 0.00 0.00 0.00
C 3.77085 3.35911 0.03735 -0.02 0.01 0.00
H -2.17577 3.14385 -1.46164 0.01 0.00 -0.02
C 0.16235 1.37796 4.01196 0.01 0.02 -0.05
H 2.83066 0.48703 -1.82351 -0.01 0.04 0.02
O 1.88911 -0.83197 0.55927 -0.02 0.00 -0.02
C 1.06475 2.11207 4.69303 -0.02 0.01 -0.03
H -0.84285 -2.03005 -4.80828 0.01 0.00 0.00
H -3.43825 -0.51088 -0.65244 0.05 0.05 -0.06
H 0.90576 5.79856 2.02284 0.00 0.00 0.00
H 4.51813 4.15061 -0.03107 0.00 0.00 0.00
H -3.01690 0.03836 1.03916 0.02 0.05 -0.05
C -0.75215 -1.01597 -4.44504 0.02 -0.01 0.00
O -0.33166 -0.08786 2.23368 0.00 0.14 -0.07
H -0.13841 2.16259 -5.39179 0.00 0.00 0.00
C 1.91956 0.67377 2.43009 0.08 0.06 0.04
C -0.46736 0.03269 -5.30175 0.01 0.01 0.00
H -0.32744 -0.13909 -6.36051 0.00 0.00 0.00
H 0.80786 -2.89208 -1.54453 -0.05 0.04 0.00
H 2.17399 4.52172 -0.84124 0.01 0.00 -0.01
N -0.83430 0.47232 -2.57945 0.03 0.19 -0.04
C 0.75871 -2.92317 2.96574 0.02 -0.02 -0.02
H -0.97276 -5.09332 -1.60931 0.00 -0.02 -0.02
O 1.73850 2.48469 -0.97164 0.02 0.00 0.02
C 1.73566 -3.16607 -1.03876 -0.04 -0.02 0.01
H 4.25195 -2.59863 1.11605 0.00 -0.01 0.00
H 4.02138 -0.63053 -2.50609 -0.01 -0.01 -0.01
H 5.09682 -1.33499 0.20617 0.00 0.00 0.01
H 0.81654 -3.07000 4.04774 -0.01 -0.02 0.00
H 1.48483 -3.72495 -0.13566 0.00 -0.02 0.03
H 1.22782 -1.97320 2.72829 0.00 -0.02 0.02
C -0.08895 5.54063 1.65858 0.00 0.00 0.01
H -0.77409 -5.29581 1.47683 0.01 0.01 -0.01
C 2.47331 0.00309 1.37301 0.01 0.01 -0.02
H -5.18885 -4.17217 -0.66987 0.00 -0.01 0.02
O -0.28816 3.93866 -1.10760 0.07 -0.05 -0.17
H -0.17169 5.85748 0.61958 0.00 0.00 0.00
Cl -1.49174 1.35994 4.49852 -0.02 -0.04 -0.02
O 0.69363 3.30882 1.09137 -0.05 -0.06 0.05
H 2.28492 -3.83545 -1.70591 0.00 0.00 0.00
H 3.87094 1.55785 2.85937 0.00 0.00 0.00
C -2.03576 -5.21337 -1.38918 0.01 0.03 0.00
H 1.33185 -3.72691 2.49869 0.01 0.01 -0.03
H -2.13729 4.65586 -0.54776 -0.01 -0.01 0.00
H -4.25965 -4.36544 0.81281 0.00 0.02 0.02
C -2.69178 -0.48301 0.13636 0.01 -0.14 0.43
H -0.82176 6.08873 2.25243 0.00 0.00 0.00
H 0.76089 2.67164 5.56820 0.00 0.00 0.00
P 0.30103 2.65539 -0.32231 -0.20 0.06 0.10
H -1.28498 -5.30874 3.16606 0.00 -0.03 -0.02
C -0.54846 1.48150 -3.41100 0.05 0.00 -0.01
C -1.83432 4.92693 -2.65849 0.01 0.01 0.01
```
Forces are in eV/Å.